{"formula": "C42H109N15O11", "method": "wB97M-V/def2-TZVPD", "e_tot_ev": -90193.726, "homo_ha": -0.29419, "homo_lumo_gap_ha": 0.2916, "multiplicity": 1, "elements": ["C", "C", "C", "C", "C", "C", "C", "C", "C", "N", "O", "H", "H", "H", "H", "H", "H", "H", "H", "H", "H", "H", "H", "H", "H", "H", "H", "H", "H", "H", "C", "C", "C", "C", "C", "C", "C", "C", "C", "N", "O", "H", "H", "H", "H", "H", "H", "H", "H", "H", "H", "H", "H", "H", "H", "H", "H", "H", "H", "H", "C", "O", "C", "C", "C", "N", "H", "H", "H", "H", "H", "H", "H", "H", "H", "H", "H", "C", "O", "C", "C", "C", "N", "H", "H", "H", "H", "H", "H", "H", "H", "H", "H", "H", "C", "O", "C", "C", "C", "N", "H", "H", "H", "H", "H", "H", "H", "H", "H", "H", "H", "C", "O", "C", "C", "C", "N", "H", "H", "H", "H", "H", "H", "H", "H", "H", "H", "H", "C", "O", "C", "C", "C", "N", "H", "H", "H", "H", "H", "H", "H", "H", "H", "H", "H", "N", "C", "N", "O", "H", "H", "H", "H", "N", "C", "N", "O", "H", "H", "H", "H", "N", "C", "N", "O", "H", "H", "H", "H", "N", "C", "N", "O", "H", "H", "H", "H"], "positions_angstrom": [[0.26352, 4.56876, -0.94859], [0.56003, 4.40878, 0.54928], [-0.03735, 3.08803, 1.06129], [2.07650, 4.35628, 0.82207], [2.76302, 5.71462, 0.97798], [1.99222, 6.59697, 1.94541], [0.56018, 6.78965, 1.48630], [-0.15510, 7.55099, 2.61934], [0.48936, 7.65961, 0.22850], [-0.06326, 5.48802, 1.36248], [-1.45937, 5.55312, 1.14614], [0.78077, 5.37510, -1.45839], [0.69051, 3.64927, -1.37971], [-0.80366, 4.47673, -1.13564], [0.04339, 3.10640, 2.15048], [-1.10645, 3.07429, 0.84593], [0.52136, 2.26025, 0.62946], [2.38830, 3.69397, 1.63011], [2.51976, 3.96112, -0.09842], [3.79790, 5.62766, 1.32852], [2.95552, 6.23825, 0.03699], [2.44783, 7.56876, 2.15680], [2.00372, 6.15399, 2.94930], [0.19134, 8.58256, 2.70043], [0.11451, 7.10748, 3.58385], [-1.24055, 7.52277, 2.55325], [1.10885, 7.29342, -0.58869], [0.66214, 8.71593, 0.43979], [-0.51630, 7.68350, -0.20903], [-1.79887, 4.88403, 1.74985], [-0.09565, 4.59123, 5.12663], [-0.07851, 3.13235, 5.58144], [0.44997, 3.12088, 7.05039], [-1.54245, 2.65363, 5.49317], [-1.76777, 1.21564, 4.97018], [-0.56570, 0.39153, 5.35907], [0.71207, 0.87018, 4.69131], [1.92734, 0.20890, 5.38118], [0.84968, 0.47720, 3.22318], [0.76663, 2.32667, 4.73225], [2.03080, 2.86880, 4.40853], [0.84390, 5.14138, 5.23780], [-0.36323, 4.66007, 4.06530], [-0.84797, 5.18733, 5.64547], [1.39002, 3.66647, 6.96908], [-0.19908, 3.61267, 7.77570], [0.55975, 2.08710, 7.37205], [-2.02284, 2.80323, 6.46610], [-2.18260, 3.31506, 4.89610], [-2.71642, 0.85962, 5.36826], [-1.84988, 1.26942, 3.88275], [-0.66195, -0.66507, 5.08757], [-0.39084, 0.37224, 6.43770], [1.98767, 0.54599, 6.42022], [2.88672, 0.45437, 4.92655], [1.84107, -0.87966, 5.36930], [1.77336, 0.66128, 2.67383], [0.10981, 0.95532, 2.57044], [0.68074, -0.59724, 3.06014], [1.77895, 3.64674, 3.89406], [2.19970, -2.25041, -1.67224], [0.80995, -2.07396, -1.52384], [0.38437, -0.81422, -1.11147], [-1.13257, -0.83326, -1.12821], [-1.83096, 0.25972, -0.33825], [-1.71906, -2.13769, -0.76263], [2.62040, -2.39282, -0.67638], [2.66595, -1.47938, -2.29530], [2.35754, -3.16078, -2.25554], [0.68167, -0.54261, -0.07861], [0.78860, -0.00394, -1.73095], [-1.41041, -0.69905, -2.18507], [-2.91113, 0.14034, -0.33313], [-1.54275, 1.21646, -0.77704], [-1.50233, 0.25189, 0.70726], [-1.75069, -2.08665, 0.25531], [-1.11396, -2.92186, -0.97886], [-5.18702, 0.80166, -3.29067], [-6.50374, 0.68565, -2.86638], [-7.06256, 1.86916, -2.33700], [-8.01231, 1.54609, -1.20567], [-7.22711, 0.99138, -0.02117], [-8.95882, 0.51580, -1.68386], [-4.89383, -0.12265, -3.79109], [-4.48172, 1.00136, -2.47842], [-5.04142, 1.51474, -4.11624], [-6.23330, 2.47264, -1.93756], [-7.48228, 2.48625, -3.13934], [-8.59296, 2.41765, -0.90178], [-6.59664, 0.14168, -0.27812], [-7.86211, 0.74837, 0.83572], [-6.55587, 1.73273, 0.43972], [-9.32169, -0.07279, -0.95100], [-8.47346, -0.03711, -2.37935], [2.10990, -5.67579, -0.00039], [3.37240, -5.04846, 0.15531], [4.50006, -5.77717, -0.21802], [5.70377, -4.82354, -0.20434], [5.57189, -3.73294, -1.26038], [6.95786, -5.54446, -0.37018], [2.06801, -6.15966, -0.98322], [1.40316, -4.86503, 0.14558], [2.06211, -6.48767, 0.73682], [4.77626, -6.68260, 0.33311], [4.52842, -6.08133, -1.27832], [5.73354, -4.35707, 0.78455], [4.92348, -3.95741, -2.11282], [6.51705, -3.27760, -1.53586], [4.93839, -2.94166, -0.83244], [7.08317, -5.91532, -1.30309], [7.78779, -5.02776, -0.12821], [-0.24720, -1.78226, -4.62205], [-0.51233, -0.41667, -4.51688], [-1.49926, 0.07903, -5.40861], [-1.43692, 1.59686, -5.36625], [-1.45905, 2.11627, -3.91672], [-2.51469, 2.21916, -6.16215], [-1.14261, -2.41973, -4.57562], [0.42502, -2.06547, -3.82023], [0.16787, -2.06317, -5.60140], [-1.40293, -0.34562, -6.41271], [-2.45849, -0.27206, -4.99683], [-0.48885, 1.92480, -5.80774], [-0.83351, 2.97655, -3.70823], [-1.34732, 1.32805, -3.17118], [-2.52392, 2.33167, -3.72869], [-2.89610, 3.00817, -5.66141], [-2.05607, 2.51864, -7.01084], [3.48276, -1.77828, 2.08391], [4.22313, -1.39503, 0.94755], [3.92379, -0.09556, 0.55187], [4.70889, 1.00168, 1.37750], [4.98284, 2.22821, 0.51207], [6.05088, 0.42911, 1.66797], [2.43732, -1.98689, 1.79364], [3.31318, -0.94019, 2.76744], [3.86685, -2.67463, 2.55720], [4.18201, 0.12256, -0.48242], [2.87469, 0.15504, 0.74015], [4.13771, 1.25495, 2.27535], [4.01905, 2.57563, 0.11000], [5.62836, 2.03149, -0.33902], [5.41126, 3.00702, 1.14105], [6.42548, 0.59413, 2.59583], [5.94446, -0.58163, 1.64748], [-3.20935, -3.04771, -3.19465], [-4.50717, -2.66343, -2.90754], [-4.56944, -1.98986, -1.72812], [-5.46186, -2.94980, -3.60876], [-3.06640, -3.58933, -4.02579], [-2.59976, -2.99533, -2.39309], [-5.47930, -1.70996, -1.40715], [-3.75361, -1.74324, -1.17803], [-4.87134, -4.48398, 2.62926], [-3.76619, -4.22961, 1.87542], [-2.97454, -5.29494, 1.58724], [-3.46747, -3.10037, 1.50780], [-5.41621, -3.67252, 2.85413], [-4.85211, -5.29832, 3.21497], [-2.17986, -5.08600, 1.01571], [-3.04206, -6.14304, 2.11709], [3.54192, -6.53960, -5.71007], [3.73804, -6.46918, -4.37007], [3.09369, -5.40902, -3.79791], [4.50200, -7.19031, -3.75414], [3.99029, -7.27158, -6.22579], [2.99382, -5.84886, -6.18664], [3.49062, -5.06615, -2.94439], [2.21747, -5.05133, -4.13857], [-0.49525, -5.12380, -2.37627], [-0.26744, -5.81622, -3.55021], [-0.60333, -7.14671, -3.42222], [0.14954, -5.31385, -4.57004], [-0.53212, -4.13278, -2.55578], [-1.07566, -5.54363, -1.67391], [-0.45065, -7.70742, -4.24040], [-0.66071, -7.56652, -2.51388]], "forces_ev_per_a": [[0.7, -1.7, 0.0], [-0.4, 0.8, 0.4], [0.0, 1.1, 0.1], [0.7, 0.8, -1.2], [0.7, 0.7, 0.5], [0.4, -0.2, 0.2], [-0.9, 1.3, 0.4], [0.1, -0.2, 0.6], [-0.7, 0.1, -0.8], [0.9, -1.2, 0.9], [0.1, 0.1, -0.5], [-0.3, 0.3, 0.2], [-0.1, 0.1, -0.2], [-0.1, 0.6, -0.1], [0.2, -0.3, 0.0], [0.1, -0.5, -0.4], [-0.3, -0.3, 0.0], [-0.4, 0.0, 0.2], [-0.1, -0.4, 0.2], [-0.1, -0.5, 0.3], [-0.6, -0.1, -0.2], [0.1, 0.1, -0.6], [-0.3, -0.4, -0.1], [-0.1, 0.0, -0.3], [-0.1, -0.2, -0.1], [0.0, 0.1, -0.3], [0.3, 0.2, 0.2], [0.6, -0.1, 0.1], [-0.1, -0.4, 0.3], [-0.1, 0.2, 0.1], [0.1, 0.5, -0.8], [-0.2, 0.6, 1.4], [-0.2, 0.0, -0.7], [-1.0, -0.2, 0.0], [0.4, 1.0, 0.3], [0.1, -0.9, -0.2], [2.2, 0.4, -0.6], [0.0, 0.2, 0.7], [-1.3, -0.9, -1.5], [-1.3, 0.1, -0.9], [-0.1, 0.0, 0.5], [0.1, -0.3, 0.2], [0.0, -0.1, 0.0], [0.0, -0.3, 0.3], [0.3, -0.4, 0.6], [-0.1, 0.2, -0.2], [0.4, 0.1, 0.1], [0.4, -0.4, 0.2], [0.5, 0.1, -0.4], [0.1, -0.3, 0.0], [0.0, -0.2, 0.0], [-0.2, 0.1, -0.1], [-0.2, 0.2, 0.1], [0.0, -0.2, 0.0], [-0.2, 0.2, -0.2], [-0.2, 0.0, 0.0], [0.4, 0.4, 0.8], [-0.2, 0.0, 0.4], [0.0, 0.0, 0.4], [0.3, -0.1, -0.3], [0.0, -0.5, -0.2], [-0.1, -0.3, -0.5], [-0.2, 0.9, 1.2], [-0.9, -0.5, -1.9], [0.9, 0.0, 0.1], [0.3, 0.7, 1.3], [0.6, 0.3, -0.2], [0.0, 0.4, 0.5], [-0.2, -0.2, 0.2], [0.4, -0.5, 0.0], [-0.1, -0.1, -0.3], [0.0, 0.1, 0.1], [-0.1, 0.0, -0.2], [-0.2, 0.1, 0.2], [0.0, 0.0, 0.0], [-0.5, -0.7, 0.0], [0.4, 0.3, 0.0], [0.8, -0.2, -1.3], [-0.6, -0.3, 0.3], [1.0, 0.9, -0.1], [-0.4, -1.6, 0.2], [0.5, 0.9, 1.1], [0.0, 0.8, -0.6], [-0.2, -0.3, 0.4], [-0.1, 0.1, 0.1], [-0.2, 0.5, 0.4], [-0.1, 0.1, 0.2], [-0.4, -0.2, 0.0], [0.2, 0.2, -0.1], [-0.2, -0.1, -0.2], [-0.3, -0.4, -0.3], [0.0, 0.1, -0.4], [0.1, 0.0, 0.1], [-0.2, -0.3, 0.2], [1.4, -0.5, 0.0], [0.0, 0.3, 0.1], [1.8, 0.1, -1.3], [0.6, 0.3, 0.0], [-1.8, 1.3, 0.7], [-0.1, -1.2, 0.3], [-0.4, 0.3, -0.1], [-0.4, -0.3, -0.1], [-0.6, 0.2, 0.1], [-0.6, 0.1, 0.6], [-0.9, -0.3, 0.0], [0.1, 0.1, 0.0], [0.7, -0.7, -0.4], [0.1, -0.2, -0.2], [0.4, 0.2, 0.2], [-0.1, 0.1, -0.1], [-0.2, 0.3, 0.1], [-0.3, -0.9, -0.8], [0.5, 0.3, -0.2], [-0.6, -0.4, 0.9], [0.7, 0.6, 0.3], [-1.7, -0.8, 0.1], [0.6, -0.7, 0.1], [-0.1, 0.3, 0.4], [0.1, 0.0, 0.0], [0.4, 0.3, 0.1], [0.2, 0.2, -0.1], [-0.2, 0.2, -0.3], [0.2, -0.4, 0.1], [0.0, 0.0, -0.1], [0.9, 0.0, -0.2], [0.2, 0.6, 0.0], [0.0, 0.2, -0.2], [-0.6, 0.4, -0.2], [-1.6, 0.4, -0.2], [0.2, -0.5, -0.1], [0.3, 2.1, 0.9], [1.6, -1.0, -0.6], [-1.5, 0.2, 0.3], [-0.3, -0.7, 0.4], [0.2, -0.3, -0.2], [0.8, -0.1, 0.4], [0.4, 0.1, 0.0], [0.0, -0.8, -0.2], [-0.3, -0.3, -0.4], [0.1, 0.2, 0.1], [0.3, 0.2, 0.1], [0.2, -0.3, 0.2], [0.1, 0.2, -0.2], [-0.3, 0.6, 0.0], [0.1, 0.0, -0.2], [-0.7, 0.5, 0.0], [0.5, -0.7, 0.1], [-0.7, 0.5, 0.4], [0.0, 0.3, 0.0], [0.1, -0.2, 0.2], [0.4, -0.2, -0.4], [0.0, 0.0, -0.1], [-0.1, -0.4, -0.2], [0.2, -0.3, -0.3], [0.5, 1.2, 0.3], [-0.2, -0.3, -0.1], [-0.3, -0.2, -0.3], [0.0, -0.1, 0.3], [-0.5, 0.1, 0.1], [0.2, -0.2, 0.2], [0.2, -0.2, -0.2], [-0.3, -0.4, -0.4], [0.5, 0.6, 0.0], [-0.1, 0.2, 0.4], [0.1, -0.2, 0.0], [0.0, -0.1, 0.0], [0.0, 0.0, -0.1], [-0.3, -0.1, 0.2], [0.0, 0.1, -0.1], [0.7, 0.3, -0.9], [-0.8, -1.1, 1.3], [0.2, 0.5, -0.6], [0.2, 0.4, -0.4], [0.0, 0.2, 0.5], [-0.2, 0.3, -0.1], [0.1, -0.3, 0.1], [0.0, -0.2, -0.1]], "mulliken_charge": [-1.999, 2.309, -1.512, -0.675, -1.507, -0.925, 1.197, -1.882, -1.752, 0.979, -0.580, 0.271, 0.463, 0.474, -0.035, 0.724, 0.175, 0.305, 0.108, 0.430, 0.488, 0.552, -0.018, 0.476, 0.260, 0.386, 0.267, 0.431, 0.341, 0.384, -2.601, 1.682, -1.703, -1.321, -0.332, -1.451, 1.242, -1.974, -0.470, 1.175, -0.620, 0.450, 0.592, 0.477, 0.322, 0.405, 0.367, 0.426, 0.448, 0.434, 0.032, 0.608, 0.431, 0.419, 0.253, 0.411, -0.330, -0.672, 0.744, 0.263, 0.272, 0.430, 0.059, 1.607, -1.066, -0.085, -0.296, 0.467, -0.476, -0.624, 0.535, -0.996, 0.396, 0.198, 0.159, 0.155, -0.444, -0.836, -0.361, -0.697, 0.469, -1.148, -0.749, 0.222, 0.219, 0.517, 0.374, 0.319, 0.269, 0.109, 0.392, 0.335, 0.244, 0.322, -0.680, -0.124, -0.442, 0.764, -0.495, -0.766, 0.347, 0.017, 0.390, 0.248, -0.036, 0.164, 0.109, 0.447, -0.320, 0.236, 0.262, -0.497, -0.267, -0.543, 0.485, -0.501, -0.664, 0.244, -0.308, 0.527, 0.470, -0.096, 0.329, 0.226, -0.361, 0.340, 0.253, 0.295, -0.390, -0.175, -0.189, 1.312, -1.490, -0.817, 0.012, 0.001, 0.465, 0.527, -0.304, -0.209, 0.210, 0.446, 0.376, 0.276, 0.192, -0.002, 0.322, 0.196, -0.735, 0.215, 0.020, 0.017, 0.059, -0.472, 0.510, -0.335, -0.543, 0.255, 0.183, 0.172, 0.176, -0.397, 0.563, -0.049, -0.657, 0.225, 0.173, -0.175, 0.032, 0.219, 0.561, -0.447, -0.681, -0.519, 0.251, 0.258, 0.169]}